Formula: C48H104F12N8O10S4
Source: OMol25
Level of theory: ωB97M-V with the def2-TZVPD basis set

## Properties
E_HOMO, Ha: -0.5137
HOMO-LUMO gap, eV: 6.544
Energy relative to the best compared isomer or geometry (same formula, charge and spin), kJ/mol: 0.0
Net charge: +4

CARTESIAN COORDINATES (ANGSTROEM)
C  -3.273  2.325  -6.266
C  -4.623  1.650  -6.185
C  -4.758  0.592  -5.099
O  -4.278  1.041  -3.881
C  -4.205  -0.012  -2.895
N  -5.697  2.737  -5.920
H  -6.653  2.377  -5.998
H  -5.568  3.205  -5.024
H  -5.669  3.386  -6.712
H  -2.793  2.516  -5.309
H  -3.385  3.318  -6.715
H  -2.608  1.775  -6.928
H  -5.066  1.284  -7.112
H  -4.219  -0.299  -5.451
H  -5.810  0.259  -5.098
H  -5.141  -0.560  -2.807
H  -3.996  0.466  -1.938
H  -3.341  -0.641  -3.108
C  -4.266  -1.329  2.089
C  -3.981  0.172  2.052
C  -5.091  1.008  2.665
O  -4.880  2.366  2.311
C  -5.640  3.261  3.102
N  -2.638  0.510  2.685
H  -2.603  0.178  3.648
H  -1.831  0.181  2.130
H  -2.541  1.529  2.635
H  -4.367  -1.666  3.122
H  -3.506  -1.934  1.596
H  -5.173  -1.553  1.529
H  -3.775  0.464  1.020
H  -5.091  0.896  3.754
H  -6.027  0.689  2.204
H  -5.415  4.283  2.817
H  -5.489  3.021  4.162
H  -6.719  3.086  3.001
C  8.117  0.072  -5.767
C  6.732  -0.497  -5.434
C  6.655  -0.958  -3.957
N  5.234  -1.179  -3.397
C  4.555  -2.155  -4.313
C  3.150  -2.534  -3.800
C  3.226  -3.043  -2.374
C  4.136  -2.260  -1.424
C  5.465  -1.768  -2.023
C  4.618  0.192  -3.442
H  8.952  -0.616  -5.627
H  8.348  0.950  -5.161
H  8.181  0.340  -6.821
H  6.635  -1.418  -6.018
H  5.922  0.121  -5.812
H  7.108  -0.115  -3.433
H  7.221  -1.869  -3.791
H  5.223  -3.019  -4.329
H  4.511  -1.759  -5.324
H  2.588  -3.162  -4.489
H  2.564  -1.609  -3.875
H  3.574  -4.081  -2.423
H  2.204  -3.087  -1.996
H  4.353  -2.883  -0.555
H  3.557  -1.426  -1.021
H  6.219  -2.545  -2.057
H  5.727  -0.890  -1.434
H  5.264  0.875  -2.899
H  3.628  0.124  -2.991
H  4.438  0.537  -4.454
C  0.061  5.475  5.269
C  1.492  4.976  5.013
C  1.619  3.461  5.196
N  3.029  2.902  5.049
C  3.490  3.171  3.613
C  4.648  2.285  3.196
C  4.497  0.801  3.509
C  4.192  0.654  4.983
C  2.978  1.449  5.452
C  4.027  3.541  5.979
H  -0.223  5.424  6.323
H  -0.704  4.928  4.715
H  -0.034  6.539  5.061
H  2.070  5.506  5.768
H  1.739  5.192  3.973
H  1.049  2.796  4.551
H  1.370  3.287  6.246
H  2.638  3.134  2.934
H  3.714  4.238  3.617
H  4.699  2.405  2.110
H  5.549  2.763  3.582
H  3.721  0.279  2.945
H  5.398  0.236  3.272
H  3.938  -0.340  5.369
H  5.013  0.881  5.671
H  2.100  0.950  5.031
H  2.810  1.346  6.523
H  4.984  3.040  5.872
H  3.691  3.480  7.011
H  4.204  4.586  5.733
C  -0.932  -8.658  4.019
C  0.216  -8.852  3.061
C  0.197  -7.759  2.022
N  1.427  -7.673  1.062
C  2.748  -7.507  1.817
C  3.000  -6.135  2.462
C  2.837  -5.075  1.390
C  1.480  -5.101  0.759
C  1.141  -6.471  0.199
C  1.400  -8.947  0.261
H  -1.054  -9.579  4.595
H  -1.917  -8.475  3.587
H  -0.778  -7.899  4.788
H  0.291  -9.855  2.646
H  1.136  -8.732  3.642
H  0.039  -6.730  2.359
H  -0.659  -7.754  1.338
H  2.908  -8.279  2.565
H  3.444  -7.625  0.986
H  2.436  -5.960  3.375
H  4.063  -6.301  2.657
H  3.085  -4.094  1.807
H  3.625  -5.213  0.639
H  0.684  -5.016  1.518
H  1.216  -4.254  0.129
H  0.145  -6.466  -0.234
H  1.835  -6.626  -0.639
H  1.548  -9.792  0.920
H  2.143  -8.862  -0.531
H  0.444  -8.959  -0.261
C  -4.382  3.923  -0.555
C  -4.319  5.403  -0.077
C  -2.920  6.045  -0.183
N  -2.779  7.396  0.474
C  -3.096  7.346  1.951
C  -2.021  6.587  2.716
C  -0.620  7.090  2.454
C  -0.282  7.476  1.010
C  -1.459  8.143  0.293
C  -3.820  8.374  -0.118
H  -5.437  3.670  -0.447
H  -3.865  3.207  0.085
H  -4.059  3.698  -1.571
H  -4.667  5.456  0.953
H  -5.056  5.876  -0.724
H  -2.814  6.179  -1.261
H  -2.084  5.465  0.197
H  -4.064  6.870  2.088
H  -3.221  8.375  2.288
H  -2.063  5.534  2.417
H  -2.255  6.623  3.779
H  0.188  6.428  2.774
H  -0.394  7.885  3.176
H  0.006  6.565  0.481
H  0.566  8.156  1.059
H  -1.301  8.215  -0.780
H  -1.575  9.099  0.800
H  -4.778  7.937  0.141
H  -3.595  8.365  -1.181
H  -3.682  9.368  0.293
C  -0.087  2.738  0.230
F  -0.905  3.209  1.201
F  -0.773  2.534  -0.866
F  0.834  3.665  0.042
S  0.795  1.155  0.827
O  1.882  0.984  -0.081
O  1.136  1.448  2.203
N  -0.496  0.000  0.670
S  0.019  -0.934  -0.480
O  0.123  -0.295  -1.768
O  1.122  -1.804  -0.062
C  -1.356  -2.195  -0.697
F  -2.592  -1.720  -0.553
F  -1.212  -2.589  -1.938
F  -1.201  -3.191  0.151
C  -2.706  -3.350  -5.635
F  -1.547  -3.421  -4.975
F  -3.484  -2.399  -5.119
F  -2.425  -3.015  -6.893
S  -3.563  -5.093  -5.713
O  -4.882  -4.905  -5.177
O  -3.449  -5.487  -7.100
N  -2.572  -5.939  -4.639
S  -3.217  -5.789  -3.177
O  -3.467  -4.405  -2.804
O  -4.210  -6.774  -2.785
C  -1.723  -6.137  -2.119
F  -1.396  -7.433  -2.107
F  -0.633  -5.449  -2.444
F  -2.054  -5.820  -0.861

---

Formula: C5H17NO2
Source: OMol25
Level of theory: ωB97M-V with the def2-TZVPD basis set

## Properties
E_HOMO, Ha: -0.3450
HOMO-LUMO gap, eV: 10.209
Energy relative to the best compared isomer or geometry (same formula, charge and spin), kJ/mol: 310.6

CARTESIAN COORDINATES (ANGSTROEM)
C  -0.243  -1.635  1.581
C  -1.369  -0.873  0.984
N  -0.665  0.051  0.003
C  -1.469  0.339  -1.223
C  -0.307  1.394  0.573
C  1.140  1.190  1.289
H  0.617  -0.951  1.905
H  -0.523  -2.356  2.312
H  0.364  -2.249  0.779
H  -2.056  -1.627  0.403
H  -1.757  -0.385  1.771
H  -2.255  1.086  -1.221
H  -1.986  -0.607  -1.558
H  -0.731  0.677  -2.013
H  -0.895  1.878  1.418
H  -0.007  2.014  -0.287
H  1.192  1.997  2.035
H  1.573  0.455  1.862
H  1.873  1.416  0.588
O  1.906  -1.056  -0.686
H  0.969  -0.784  -0.491
H  2.129  -1.788  -0.069
O  0.915  0.759  -3.616
H  0.628  1.219  -2.904
H  0.957  -0.167  -3.434

---

Formula: C3H6ClNO
Source: OMol25
Level of theory: ωB97M-V with the def2-TZVPD basis set

## Properties
E_HOMO (alpha / beta), Ha: -0.3337 / -0.3853
HOMO-LUMO gap (alpha / beta), eV: 9.996 / 7.083
Multiplicity: 3
Energy relative to the best compared isomer or geometry (same formula, charge and spin), kJ/mol: 80.3

CARTESIAN COORDINATES (ANGSTROEM)
C  0.226  -0.153  0.118
C  -1.121  -0.416  -0.447
C  1.316  0.642  -0.697
N  0.445  -0.100  1.557
O  0.571  -1.281  0.985
Cl  -1.843  0.280  3.041
H  -1.203  -0.131  -1.485
H  -1.703  0.249  0.179
H  -1.534  -1.507  -0.460
H  1.941  -0.087  -1.246
H  2.054  1.170  -0.115
H  0.850  1.334  -1.430

---

Formula: C26H27F10GaN6PS
Source: OMol25
Level of theory: ωB97M-V with the def2-TZVPD basis set

## Properties
E_HOMO, Ha: -0.3691
HOMO-LUMO gap, eV: 7.376
Energy relative to the best compared isomer or geometry (same formula, charge and spin), kJ/mol: 93.9
Net charge: +1

CARTESIAN COORDINATES (ANGSTROEM)
Ga  -0.299  -0.143  0.320
C  2.308  -1.056  1.875
N  1.002  -0.405  2.052
C  0.199  -1.259  2.954
C  -1.221  -0.752  3.055
N  -1.742  -0.514  1.710
C  -3.106  -0.351  1.633
C  -3.826  -0.738  0.492
F  -3.105  -1.213  -0.555
C  -5.197  -0.726  0.377
F  -5.773  -1.157  -0.745
C  -5.962  -0.285  1.440
F  -7.291  -0.293  1.373
C  -5.311  0.170  2.573
F  -6.021  0.654  3.584
C  -3.929  0.155  2.659
F  -3.389  0.695  3.762
C  1.194  0.963  2.579
C  0.076  1.923  2.183
N  -0.190  1.800  0.754
C  -0.769  2.894  0.150
C  -1.484  3.916  0.805
F  -1.770  3.817  2.111
C  -1.967  5.034  0.144
F  -2.631  5.956  0.830
C  -1.794  5.200  -1.218
F  -2.275  6.266  -1.848
C  -1.112  4.217  -1.911
F  -0.885  4.326  -3.219
C  -0.636  3.121  -1.229
F  0.071  2.204  -1.935
H  2.821  -1.156  2.837
H  2.178  -2.047  1.442
H  2.929  -0.470  1.210
H  0.198  -2.265  2.531
H  0.656  -1.296  3.948
H  -1.825  -1.516  3.557
H  -1.237  0.133  3.691
H  1.307  0.941  3.667
H  2.119  1.349  2.148
H  -0.819  1.773  2.785
H  0.441  2.929  2.398
N  -1.105  -0.321  -1.892
N  -1.239  -1.620  -2.370
C  -0.853  -2.679  -1.634
N  -1.090  -3.888  -2.141
S  -0.047  -2.534  -0.169
H  -2.012  0.138  -1.843
H  -0.512  0.211  -2.515
H  -1.866  -1.771  -3.146
H  -1.625  -4.030  -2.983
H  -0.824  -4.694  -1.601
C  1.994  0.454  -3.188
P  2.153  0.083  -1.385
C  3.307  1.438  -0.947
C  3.235  -1.393  -1.508
C  2.791  -2.466  -2.281
C  3.532  -3.632  -2.376
C  4.733  -3.746  -1.690
C  5.196  -2.679  -0.936
C  4.453  -1.511  -0.844
H  2.979  0.379  -3.649
H  1.615  1.464  -3.324
H  1.327  -0.250  -3.689
H  4.218  1.363  -1.540
H  3.565  1.453  0.111
H  2.803  2.376  -1.182
H  1.856  -2.390  -2.826
H  3.178  -4.452  -2.988
H  5.315  -4.656  -1.757
H  6.144  -2.750  -0.419
H  4.847  -0.689  -0.258